(1)
Molecular formula: C33H36Cl6F2MnN6O2PTi
Method: DFT, ωB97M-V/def2-TZVPD

Structure (XYZ):
```
88
Properties=species:S:1:pos:R:3:forces:R:3:mulliken_charge:R:1
H 18.943 13.700 -0.911 0.04 0.00 0.03 0.24
C 16.545 13.658 2.711 0.84 0.49 -0.67 0.17
H 11.293 8.664 3.872 0.06 0.08 0.26 0.51
O 14.401 12.743 0.491 0.61 -0.18 -1.26 1.68
H 15.165 16.551 -2.827 0.05 0.16 -0.14 0.21
C 10.879 8.249 -0.267 0.14 -0.67 -0.53 -0.18
H 11.596 11.095 3.801 0.01 0.27 -0.34 0.44
Cl 12.865 16.317 -2.455 0.18 -0.12 -0.24 -0.14
F 16.388 12.007 -0.756 -0.07 0.34 -0.28 -0.04
H 17.755 13.811 -2.240 -0.31 0.04 0.21 0.09
H 11.873 12.279 -2.568 -0.08 0.00 0.06 0.69
C 11.762 12.497 -3.624 -0.20 -0.16 0.39 -0.11
C 9.830 7.936 -2.397 0.14 -0.09 0.24 -0.73
H 11.048 8.630 -4.030 -0.06 -0.13 -0.04 0.33
H 12.884 8.934 -0.331 0.23 0.23 -0.37 0.33
Cl 14.186 17.450 -4.783 0.12 0.13 -0.26 -0.13
C 17.979 13.077 4.536 -0.36 0.53 0.00 -0.29
C 13.981 16.076 0.749 -0.28 -1.21 -0.41 0.00
C 14.381 10.250 2.308 0.36 -0.55 -0.40 -0.37
C 14.315 17.393 0.573 0.19 0.90 -0.32 -0.43
H 8.993 7.610 -2.997 0.08 0.06 -0.15 0.45
C 10.150 12.179 -0.289 -0.23 0.38 -0.23 -0.82
Cl 17.267 15.266 -0.377 -0.06 -0.14 -0.23 -0.05
C 11.211 12.204 0.600 -0.40 -0.29 0.39 0.34
C 17.818 13.606 3.264 -0.19 -0.04 0.77 -0.79
Cl 19.353 15.497 -2.405 -0.15 -0.30 0.22 -0.14
C 13.232 8.289 3.000 -0.12 -0.34 -0.39 -0.26
H 14.764 12.187 4.956 -0.03 0.29 0.29 0.47
H 9.745 11.286 -0.745 0.43 -0.33 0.21 0.44
H 18.681 14.039 2.778 -0.18 -0.03 -0.35 0.59
C 18.321 14.362 -1.499 0.56 0.48 -0.33 -0.11
C 11.663 12.993 -6.303 -0.44 0.24 0.12 -0.67
H 12.310 10.935 -6.392 -0.03 0.18 -0.33 0.39
F 14.896 13.637 -1.766 0.21 -0.39 0.09 -0.04
H 16.951 12.151 6.179 -0.28 0.06 0.08 0.47
H 13.761 15.494 -0.141 -0.23 -0.12 0.26 0.12
C 14.703 18.171 1.643 -0.81 -0.65 -0.24 -0.54
Mn 13.565 13.217 2.278 0.07 0.31 -0.59 0.63
C 14.345 16.299 -3.492 -0.16 -0.15 0.61 -0.09
C 16.848 12.606 5.206 0.47 0.11 -0.59 -0.88
C 9.802 7.795 -1.019 0.02 0.26 0.28 -0.53
C 9.526 13.371 -0.603 0.05 0.45 0.28 -0.38
C 11.247 13.710 -4.050 0.18 -0.02 -0.78 -0.85
N 12.164 11.524 -4.451 0.35 0.59 -0.59 0.14
H 11.340 15.336 1.442 -0.05 0.01 -0.04 0.68
C 15.636 12.687 4.547 -0.54 -0.92 -0.17 -0.59
P 14.879 12.356 -0.876 -1.12 -0.56 0.60 -1.16
C 12.349 10.461 3.345 -0.21 -0.09 0.07 -0.48
Cl 18.873 11.303 0.962 -0.02 0.62 0.26 -0.10
H 14.895 19.218 1.455 0.26 0.04 0.47 0.49
H 10.830 14.447 -3.382 0.27 -0.06 0.29 0.51
H 15.131 8.248 1.997 0.13 0.08 0.08 0.50
C 14.337 8.863 2.397 -0.29 0.46 0.27 -0.96
N 12.066 8.815 -2.261 0.44 0.33 -0.38 0.01
C 12.016 8.699 -0.936 -0.62 -0.19 0.80 -0.18
H 11.594 13.092 -7.376 0.15 0.23 0.01 0.44
C 18.483 10.021 -0.156 0.20 -1.03 -0.06 0.03
H 9.446 15.462 -0.204 0.18 0.16 0.27 0.49
H 14.238 17.866 -0.398 0.07 -0.36 -0.13 0.39
C 14.346 16.211 2.988 -0.71 -0.73 -0.55 -0.49
H 13.185 7.208 3.050 -0.18 0.03 0.15 0.43
Cl 19.263 10.171 -1.730 -0.05 0.15 0.07 -0.14
H 17.416 9.946 -0.311 -0.08 0.23 0.02 -0.22
H 18.953 13.140 5.003 -0.02 -0.35 0.10 0.47
N 15.444 13.190 3.305 1.24 0.08 1.03 0.51
H 8.964 7.338 -0.509 -0.11 0.06 -0.14 0.43
H 14.950 18.128 3.748 -0.03 -0.31 0.17 0.43
H 11.029 14.995 -5.740 -0.17 -0.09 -0.21 0.48
H 18.841 9.116 0.327 0.03 -0.07 -0.25 0.40
H 11.614 11.260 0.932 0.48 -0.02 -0.18 0.07
O 14.176 11.244 -1.584 0.50 0.37 -0.23 0.05
H 14.489 15.296 -3.878 -0.22 0.01 -0.07 0.18
C 9.952 14.536 0.030 -0.55 -0.45 -0.65 -0.82
N 13.943 15.437 1.931 0.91 1.49 0.75 0.43
H 14.359 15.722 3.952 -0.02 0.02 0.08 0.46
C 10.979 8.462 -2.962 0.00 0.17 -0.17 -0.20
N 13.395 11.040 2.727 -0.29 -0.15 0.91 0.64
Ti 13.816 10.038 -3.534 -1.07 0.43 0.95 0.32
H 10.864 8.082 0.802 0.19 0.27 0.06 0.39
C 14.679 17.541 2.879 0.63 0.88 0.38 -0.79
C 12.196 9.095 3.466 0.49 -0.21 -0.24 -0.79
H 8.686 13.403 -1.286 0.04 -0.05 -0.04 0.48
N 11.659 13.318 1.211 -1.28 -0.20 -0.51 0.05
C 10.987 14.452 0.924 0.91 0.34 0.48 -0.56
C 12.036 11.784 -5.779 0.59 -1.15 0.78 -0.38
H 16.499 14.129 1.732 -0.61 -0.26 0.12 -0.04
H 15.255 10.723 1.875 -0.13 0.19 -0.08 0.48
C 11.289 13.997 -5.413 -0.08 -0.11 0.24 -0.49
```
Forces are in eV/Å.

Output
⟨S²⟩: 20.005
LUMO (spin up / spin down) (eV): -4.6312 / -4.8638
Spin multiplicity: 9
Relative energy (zero: lowest compared OMol25 entry of this formula, charge and spin) (kcal/mol): 8.2
Net charge: +2
Orbital gap (spin up / spin down) (eV): 5.1 / 9.6
HOMO level (spin up / spin down) (eV): -9.8 / -14.4
E (eV): -192127.8163

---

(2)
Molecular formula: C33H36F3N7O4RuS
Method: DFT, ωB97M-V/def2-TZVPD

Structure (XYZ):
```
85
Properties=species:S:1:pos:R:3:forces:R:3:mulliken_charge:R:1
O -1.053 -2.508 -4.019 0.03 0.08 -0.07 -0.49
C -2.355 2.625 -0.050 0.05 -0.01 -0.06 -0.63
H -5.589 1.361 -1.751 0.00 0.00 0.01 0.46
H 3.675 3.533 2.463 0.00 0.00 0.01 0.40
O 2.884 -2.180 -2.642 -0.08 -0.03 -0.02 -0.72
H -4.497 -0.555 -2.478 0.08 -0.13 0.19 0.51
N -2.582 -0.704 -3.058 -0.02 0.12 -0.21 0.15
C -3.520 -0.084 -2.392 0.07 0.01 0.12 -0.27
C 2.582 -3.407 2.375 -0.01 -0.07 -0.01 -1.28
H 3.565 -3.480 2.815 -0.01 0.00 0.02 0.45
C 2.142 -2.236 1.814 -0.12 0.01 0.05 -0.49
C -0.256 -3.603 -4.479 0.05 0.04 0.06 -0.90
C -2.259 1.512 -0.920 -0.04 -0.11 0.15 0.39
H -0.046 2.236 4.238 0.00 0.00 0.00 0.34
N -3.143 -0.441 1.354 0.01 -0.06 0.01 -0.23
H -1.699 1.857 -3.395 0.07 -0.02 0.00 0.55
C -0.575 -1.256 -4.188 0.07 -0.16 0.07 0.94
O -1.148 0.868 -1.054 -0.25 0.05 0.12 0.10
H -0.118 1.196 2.361 -0.05 -0.03 -0.05 0.04
C -4.686 1.726 -1.275 0.04 -0.08 -0.11 -0.83
H 1.021 0.096 2.795 -0.10 0.04 0.07 0.06
H 0.673 3.791 4.612 0.00 -0.01 0.01 0.50
F 0.238 -6.732 1.894 -0.03 0.04 0.04 -0.28
H -3.396 -0.317 0.388 -0.01 0.07 0.00 -0.12
Ru -0.001 -0.495 0.052 0.29 -0.31 -0.58 0.89
F -1.158 -5.506 3.002 -0.02 0.00 -0.05 -0.26
H 2.944 4.439 3.790 0.01 -0.01 0.00 0.44
H 3.018 3.751 -1.568 0.00 0.00 0.00 0.55
C 1.907 2.033 -0.954 0.01 -0.04 0.05 -0.57
C 2.626 1.785 4.351 -0.04 -0.03 -0.02 -1.60
C -3.550 3.252 0.168 -0.05 0.04 0.04 -0.58
C -0.454 -5.580 1.852 0.02 -0.01 -0.04 0.75
C -3.453 1.075 -1.571 -0.11 0.12 -0.17 0.34
H -3.448 -1.180 4.483 0.00 -0.01 0.00 0.46
C 0.121 -3.191 1.097 -0.05 0.02 -0.03 0.42
H -5.007 -0.903 2.241 0.00 -0.01 -0.02 0.47
C -3.147 -0.918 3.485 0.02 0.02 -0.01 -1.11
H 2.736 2.344 5.281 -0.01 0.00 0.00 0.44
H -0.068 -3.516 -5.550 -0.01 -0.01 0.00 0.38
H 4.641 2.388 -2.895 0.01 0.00 0.01 0.43
H 2.187 4.447 2.187 0.00 0.01 0.00 0.36
C 3.822 1.914 -2.369 -0.03 0.03 -0.03 -0.52
N 1.749 0.707 -1.003 -0.13 0.23 -0.05 1.04
C 0.940 0.431 -4.956 0.01 0.01 0.03 -0.89
H -0.841 -4.495 -4.281 0.01 0.00 0.01 0.29
H -1.448 2.944 0.449 0.00 0.02 -0.02 0.45
C 2.725 3.834 2.911 0.03 -0.02 -0.02 -1.71
H 2.757 -1.341 1.812 0.00 0.01 0.01 0.43
H 2.604 1.449 1.749 0.01 0.04 -0.10 0.32
C 0.134 1.430 -4.426 0.00 -0.04 -0.03 -0.91
C -1.373 -0.246 -3.642 -0.09 -0.10 0.29 0.12
C 2.150 -1.457 -1.991 0.05 -0.10 -0.05 0.54
H -0.049 3.539 3.024 0.00 -0.01 0.00 0.33
H 1.234 -1.672 -5.264 0.03 -0.01 0.02 0.40
H -2.779 -1.666 -3.327 -0.08 0.10 -0.21 0.31
C 2.927 2.676 -1.629 0.05 -0.02 -0.02 -1.03
C 3.628 0.547 -2.457 0.00 -0.04 0.02 -0.83
C 1.894 2.614 3.293 0.16 -0.11 0.07 1.34
H -5.678 3.301 -0.246 0.01 0.00 0.01 0.43
C 0.533 3.060 3.816 -0.01 0.05 -0.04 -1.80
H 0.408 2.471 -4.532 0.00 0.00 -0.01 0.45
S -1.241 -2.891 0.083 0.00 0.24 0.08 -0.43
H 1.990 -5.425 2.822 -0.01 0.00 0.01 0.50
N 0.943 -2.128 1.231 0.20 -0.28 0.36 0.74
C 2.558 -0.012 -1.779 -0.09 0.02 -0.03 -0.18
C -3.945 -0.786 2.373 0.00 0.00 0.04 -0.40
H 0.681 -3.637 -3.923 0.04 0.02 0.01 0.35
H -0.935 -0.646 3.579 0.00 -0.04 0.00 0.49
C 0.476 -4.396 1.739 -0.03 -0.04 -0.02 -0.23
C -1.036 1.089 -3.770 -0.01 0.10 -0.10 -0.38
N 0.769 0.789 2.089 0.27 -0.10 -0.21 0.42
O 1.002 -1.767 -1.501 -0.06 0.22 0.08 -0.14
C 0.591 -0.909 -4.853 0.02 -0.03 0.04 -0.24
C 1.704 -4.491 2.358 0.07 0.01 0.00 -0.23
H 3.625 1.513 4.005 0.00 0.00 0.00 0.37
N -1.859 -0.350 1.721 -0.07 0.14 0.18 0.93
N 1.718 1.853 2.031 -0.29 0.18 0.08 -0.38
C -1.857 -0.635 3.021 0.02 -0.04 -0.01 -0.43
H 4.254 -0.103 -3.051 0.00 0.00 -0.01 0.61
H 1.857 0.695 -5.465 0.01 -0.01 -0.01 0.42
H 1.204 2.581 -0.343 0.01 -0.01 -0.01 0.42
H -3.589 4.099 0.842 0.00 0.00 0.00 0.48
C -4.740 2.802 -0.442 0.01 0.03 0.03 -1.01
F -1.332 -5.679 0.854 0.05 -0.03 0.01 -0.22
H 2.080 0.867 4.590 0.01 0.00 0.03 0.35
```
Forces are in eV/Å.

Output
⟨S²⟩: 8.761
LUMO (spin up / spin down) (eV): -3.6965 / -3.9969
Spin multiplicity: 6
Relative energy (zero: lowest compared OMol25 entry of this formula, charge and spin) (kcal/mol): 27.6
Net charge: +1
Orbital gap (spin up / spin down) (eV): 6.6 / 6.3
HOMO level (spin up / spin down) (eV): -10.3 / -10.3
E (eV): -74988.9831

---

(3)
Molecular formula: C33H36F4IrN4OTe
Method: DFT, ωB97M-V/def2-TZVPD

Structure (XYZ):
```
80
Properties=species:S:1:pos:R:3:forces:R:3:mulliken_charge:R:1
C 3.585 -3.988 2.021 -0.02 0.22 0.04 -0.27
H 0.126 -0.204 5.199 0.08 0.01 0.11 0.29
C 3.007 1.963 -0.718 0.15 0.21 -0.16 0.09
C 2.774 -1.488 -1.859 0.40 0.07 0.14 -1.12
H 1.349 0.827 -3.074 -0.10 -0.01 0.06 0.52
Ir 0.766 0.004 0.442 -0.69 0.11 0.41 2.26
H 4.478 -1.531 7.145 0.07 -0.02 0.07 0.39
C 2.860 -2.612 6.251 0.06 0.02 0.07 -0.69
H 4.331 4.974 0.080 0.04 0.06 0.00 0.55
H -0.748 -2.140 -0.168 -0.14 -0.14 -0.02 0.22
C 0.415 0.384 -2.705 0.06 -0.55 -0.32 -0.94
H 0.381 2.170 4.375 0.14 0.02 0.10 0.37
H 4.048 -3.054 2.307 0.12 0.06 0.07 0.45
H 0.543 -5.357 1.515 -0.16 -0.07 0.00 0.39
C 2.202 -4.064 1.929 -0.15 0.27 0.00 0.01
C 4.148 3.484 -2.204 0.01 0.08 -0.08 -0.20
N 4.525 3.687 -3.265 0.17 0.11 -0.47 -0.47
H 4.395 -7.148 1.157 0.07 -0.13 0.04 0.41
H 1.937 -7.317 1.029 -0.04 -0.06 -0.03 0.44
H 2.373 1.984 2.461 -0.21 -0.05 0.08 0.40
H 5.445 -5.025 1.854 0.12 0.02 -0.04 0.44
H 1.712 -3.253 -0.342 -0.04 -0.02 -0.16 -0.23
C 3.838 4.021 0.192 -0.22 -0.29 -0.02 -0.52
H 1.264 -3.495 5.127 0.01 -0.03 0.03 0.45
C 3.360 3.586 1.417 0.13 -0.01 -0.12 -0.95
C -0.423 -3.085 -0.619 0.12 0.03 -0.09 -1.22
C 3.855 -1.647 6.272 -0.03 0.02 0.04 -0.52
C 3.244 -0.970 4.049 -0.08 0.10 -0.18 -0.08
H -0.488 -3.862 0.138 -0.03 -0.05 0.03 0.19
C 2.403 -6.381 1.300 0.06 -0.10 -0.08 -0.74
C 0.523 -1.137 -2.619 -0.16 0.35 0.13 -1.40
H 1.177 -3.607 -1.984 0.06 0.05 0.02 0.38
H 4.820 -0.077 5.191 0.07 0.08 -0.02 0.43
N 0.059 0.920 -1.409 0.80 -0.86 1.08 -0.32
F -1.450 1.560 0.729 -0.23 0.68 -0.31 -0.20
C -0.540 3.093 -2.412 0.10 -0.13 -0.27 0.96
H -1.117 -3.352 -1.412 -0.08 0.06 -0.04 0.46
C 3.782 -6.291 1.386 0.00 -0.03 -0.05 -0.51
C -0.686 0.575 3.362 -0.93 0.69 0.40 0.70
H 0.919 -1.535 -3.563 -0.07 0.01 0.08 0.27
C 3.708 -1.524 -0.657 -0.17 0.00 -0.17 -1.18
H 2.927 -0.558 -2.410 -0.04 -0.04 -0.05 0.60
H 3.853 -2.534 -0.286 0.04 -0.10 0.07 0.47
C -2.069 3.659 -0.180 0.01 0.09 0.04 -0.11
C 4.042 -0.825 5.174 0.07 0.04 -0.04 -0.60
H -1.348 2.475 4.143 -0.06 0.14 0.10 0.42
H -0.364 0.627 -3.436 0.19 -0.01 0.04 0.72
H -1.002 -1.298 4.387 -0.08 0.00 0.11 0.33
C -2.040 4.577 -1.219 0.21 -0.44 -0.04 -0.45
C -1.362 2.476 -0.265 0.10 -0.50 0.25 0.06
H -1.617 0.121 5.256 -0.12 0.01 0.13 0.47
O 0.354 0.077 2.584 1.38 -0.19 -1.63 -0.67
C 2.047 -2.748 5.140 -0.10 -0.09 -0.17 -0.64
Te 0.998 -2.310 2.358 0.60 -0.58 0.02 0.51
C 1.013 -2.947 -1.121 -0.09 -0.24 0.29 -0.12
H -0.241 2.613 2.776 0.01 0.11 -0.12 0.22
H -2.602 5.494 -1.172 -0.06 0.13 0.03 0.54
H -1.637 0.511 2.812 0.07 -0.08 0.10 0.07
H 4.676 -1.115 -0.932 0.18 -0.02 -0.02 0.49
H 3.021 -2.308 -2.550 -0.10 0.11 -0.01 0.52
H 3.400 -0.339 3.185 0.01 0.06 -0.05 0.37
N 2.529 1.562 0.456 -0.21 -0.04 -0.12 0.07
H 3.483 4.193 2.299 -0.01 0.02 0.10 0.50
F -1.217 5.131 -3.345 0.07 -0.18 0.12 -0.29
C -0.454 2.059 3.687 -0.11 -0.53 -0.12 -1.40
C 3.662 3.177 -0.906 -0.15 -0.30 0.72 -0.13
C -0.806 -0.255 4.641 0.11 0.12 -0.48 -1.53
H 3.288 -0.919 0.147 0.15 -0.02 0.05 -0.13
C -1.274 4.267 -2.331 0.07 0.01 0.06 -0.05
C 1.618 -5.273 1.567 -0.23 0.23 0.12 -0.06
F 0.234 2.906 -3.499 -0.26 0.18 0.37 -0.35
F -2.791 3.925 0.914 0.17 -0.21 -0.21 -0.29
H -0.481 -1.531 -2.474 0.02 -0.01 -0.04 0.46
C -0.571 2.116 -1.384 -0.71 1.26 -0.01 0.29
H 2.877 1.296 -1.554 -0.07 -0.05 -0.09 0.44
N 1.353 -1.564 -1.486 -0.06 0.27 0.01 1.04
C 2.727 2.355 1.511 0.03 0.13 0.21 -0.27
C 4.372 -5.094 1.758 0.04 -0.06 -0.01 -0.66
C 2.247 -1.930 4.035 -0.26 0.04 -0.21 0.25
H 2.723 -3.259 7.103 -0.08 -0.07 0.10 0.41
```
Forces are in eV/Å.

Output
⟨S²⟩: 6.035
LUMO (spin up / spin down) (eV): -3.0577 / -5.2421
Spin multiplicity: 5
Net charge: +1
Orbital gap (spin up / spin down) (eV): 7.4 / 5.5
HOMO level (spin up / spin down) (eV): -10.5 / -10.8
E (eV): -63804.1586